[1]
This record from OMol25 describes C7H4 as an isolated structure. The level of theory is ωB97M-V/def2-TZVPD.

Properties
* total charge: 0
* E_HOMO: -8.455 eV
* LUMO level: -0.0271 Eh
* relative energy (zero: lowest compared OMol25 entry of this formula, charge and spin): 483.5 kJ/mol
* molar mass: 88.11 g/mol

Last column: Löwdin charge in e.
Positions of all 11 atoms, in Å:
C (0.158670, -1.706595, 0.636756)  -0.031
C (-0.280055, -1.181797, 1.718119)  -0.012
C (0.144237, 1.381141, 1.798117)  -0.051
C (0.513411, 1.395486, 0.446147)  -0.007
C (0.351791, -1.201698, -0.654472)  -0.044
C (-0.444941, 0.465413, -0.054886)  -0.133
C (-0.564172, 0.184275, 1.539315)  -0.186
H (0.066918, 2.182854, 2.564901)  0.117
H (1.311409, -0.720821, -0.777986)  0.081
H (-0.124212, -1.630924, -1.545824)  0.094
H (-1.415548, 0.886775, -0.615770)  0.172

Atomic forces in eV per Å
-1.44 1.74 3.93
1.33 -3.30 -1.92
-2.00 1.64 -0.48
0.84 0.19 1.01
-0.97 2.23 -0.56
-2.80 -0.54 -1.04
0.90 0.67 -1.54
0.91 -1.13 -0.40
0.53 -0.64 -0.55
0.24 0.19 0.44
2.47 -1.06 1.12

[2]
This record from OMol25 describes C30H51GeNP2Pt as an isolated structure. The level of theory is ωB97M-V/def2-TZVPD.

Properties
* total charge: +2
* E_HOMO (spin up / spin down): -14.055 / -14.051 eV
* LUMO level (spin up / spin down): -0.3260 / -0.3260 Eh
* molar mass: 755.38 g/mol

Last column: Löwdin charge in e.
Positions of all 86 atoms, in Å:
Pt (0.086038, -0.543926, -0.168772)  0.905
C (-2.449930, -3.418732, 1.163421)  -0.095
C (-2.625081, -2.120845, 1.954953)  -0.521
C (-2.984395, -2.399750, 3.416025)  -0.089
P (-1.179016, -1.004784, 1.749652)  0.974
C (-0.019423, -1.345669, 3.136513)  -0.522
C (0.601851, -2.732069, 2.952745)  -0.084
C (1.063983, -0.285804, 3.310475)  -0.099
C (-1.776577, 0.715085, 1.937689)  -0.242
C (-2.951892, 1.094873, 2.543899)  0.004
C (-3.377449, 2.433039, 2.537431)  -0.196
C (-4.648458, 2.837860, 3.209051)  -0.007
C (-2.592922, 3.383802, 1.870745)  0.016
C (-1.407057, 3.037157, 1.261967)  0.024
C (-0.963624, 1.706267, 1.308126)  -0.271
N (0.202058, 1.253775, 0.695424)  -0.058
C (1.317977, 2.060315, 0.491127)  -0.264
C (1.608260, 3.164966, 1.304964)  0.024
C (2.789093, 3.860456, 1.128779)  0.017
C (3.720285, 3.488008, 0.158792)  -0.207
C (4.998213, 4.240843, -0.031199)  -0.012
C (3.439335, 2.361186, -0.629907)  -0.009
C (2.273499, 1.642941, -0.476462)  -0.254
P (1.864096, 0.158543, -1.457252)  0.962
C (1.555908, 0.715605, -3.171388)  -0.512
C (0.521059, 1.839663, -3.137925)  -0.107
C (2.819054, 1.141132, -3.920275)  -0.077
C (3.338910, -0.916197, -1.389079)  -0.522
C (3.632115, -1.325990, 0.052951)  -0.097
C (3.188819, -2.135459, -2.299893)  -0.088
H (-3.374518, -3.993789, 1.213951)  0.101
H (-1.657080, -4.044295, 1.575360)  0.075
H (-2.228629, -3.230465, 0.114566)  0.028
H (-3.438805, -1.547118, 1.498889)  0.094
H (-2.231488, -3.014817, 3.908940)  0.084
H (-3.924355, -2.951403, 3.443967)  0.098
H (-3.118191, -1.490683, 4.002933)  0.070
H (-0.652394, -1.342576, 4.029051)  0.112
H (1.329170, -2.718515, 2.137744)  0.067
H (-0.131217, -3.509501, 2.738980)  0.058
H (1.126828, -3.018707, 3.863867)  0.100
H (1.727574, -0.248680, 2.444481)  0.054
H (1.670664, -0.548487, 4.177649)  0.099
H (0.653202, 0.709149, 3.487088)  0.075
H (-3.578736, 0.355744, 3.026283)  0.112
H (-5.218166, 1.977262, 3.551324)  0.091
H (-5.270832, 3.424843, 2.532815)  0.105
H (-4.430436, 3.469879, 4.072450)  0.110
H (-2.940503, 4.407037, 1.811456)  0.137
H (-0.853274, 3.775023, 0.699137)  0.130
H (0.948501, 3.435231, 2.116071)  0.125
H (3.006603, 4.698623, 1.777072)  0.133
H (5.098177, 5.049387, 0.688486)  0.091
H (5.041958, 4.668319, -1.034349)  0.104
H (5.856486, 3.575400, 0.073611)  0.103
H (4.175319, 2.049552, -1.361042)  0.123
H (1.124718, -0.162998, -3.666038)  0.103
H (0.960798, 2.753252, -2.733619)  0.083
H (-0.344836, 1.573814, -2.530372)  0.055
H (0.171939, 2.056552, -4.146737)  0.096
H (3.268470, 2.028427, -3.473631)  0.075
H (2.548900, 1.400511, -4.944184)  0.099
H (3.568362, 0.352325, -3.970649)  0.075
H (4.159337, -0.293232, -1.762271)  0.112
H (2.849825, -1.989796, 0.428867)  0.059
H (3.712996, -0.467937, 0.722567)  0.071
H (4.575084, -1.870386, 0.092545)  0.097
H (2.382246, -2.784634, -1.958893)  0.070
H (4.110348, -2.716273, -2.270836)  0.098
H (3.003641, -1.865352, -3.339548)  0.078
C (-2.530447, -3.706307, -2.987603)  -0.203
Ge (-2.124330, -1.854299, -2.527643)  0.739
C (-3.550027, -1.055140, -1.451630)  -0.211
C (-1.967649, -0.773533, -4.142351)  -0.209
C (-0.358462, -1.961917, -1.608850)  -0.488
H (-3.495535, -3.759435, -3.491109)  0.031
H (-2.575467, -4.333319, -2.097195)  0.017
H (-1.774539, -4.112601, -3.658281)  0.030
H (-4.399997, -0.904156, -2.118761)  0.033
H (-3.266966, -0.078054, -1.055287)  0.010
H (-3.883166, -1.696068, -0.639538)  0.000
H (-2.910072, -0.868986, -4.683571)  0.033
H (-1.170471, -1.112393, -4.803525)  0.027
H (-1.827103, 0.282101, -3.922857)  0.003
H (0.395373, -2.071499, -2.391170)  -0.039
H (-0.283598, -2.851383, -0.961224)  -0.016

Atomic forces in eV per Å
0.35 0.71 -1.15
0.04 -0.01 -0.02
-0.09 0.18 0.12
-0.06 -0.01 -0.03
-0.19 -0.42 -0.22
-0.06 0.07 0.13
-0.01 -0.03 -0.04
0.02 -0.01 0.03
0.16 -0.08 0.01
0.00 -0.04 -0.07
-0.02 -0.06 0.01
0.03 -0.07 -0.03
0.21 0.07 -0.13
-0.19 0.30 0.09
0.61 -0.38 -0.19
-0.26 -0.01 0.65
-0.02 -0.02 -0.24
0.01 0.14 -0.05
-0.03 -0.02 0.03
-0.03 0.05 0.07
-0.04 0.02 0.05
-0.09 -0.12 0.02
0.00 0.11 0.05
-0.34 -0.12 0.27
-0.01 0.00 -0.07
-0.02 0.00 0.00
-0.01 -0.05 0.00
0.07 0.10 -0.05
-0.04 -0.01 0.03
0.00 -0.02 -0.01
-0.03 0.00 0.00
-0.07 0.02 -0.05
0.01 0.00 0.00
-0.01 -0.04 -0.04
0.01 -0.01 -0.01
0.00 -0.01 0.03
0.02 -0.02 0.04
0.03 -0.02 0.01
-0.04 -0.01 -0.01
0.06 0.06 0.07
0.03 0.02 0.01
-0.01 -0.01 0.00
0.00 0.02 0.01
0.00 0.02 0.00
0.02 0.03 0.00
0.01 0.00 0.00
0.01 0.03 -0.01
0.02 0.03 0.01
0.00 0.01 0.00
0.02 0.02 -0.02
-0.02 0.00 0.03
0.01 0.00 0.02
0.00 0.00 0.00
0.00 -0.01 -0.03
0.00 -0.02 -0.01
0.00 0.00 -0.02
-0.03 0.05 0.06
0.00 0.02 0.00
-0.09 -0.01 0.01
0.00 -0.01 -0.01
0.00 0.02 0.01
0.00 0.00 0.00
0.01 0.00 0.00
0.02 -0.03 0.01
0.00 0.03 -0.01
0.01 0.00 0.01
0.02 0.00 0.00
0.02 0.01 0.01
0.03 0.01 0.00
-0.02 0.00 -0.01
-0.15 0.09 0.00
0.21 -0.19 0.11
0.00 0.03 -0.07
-0.04 -0.04 -0.02
0.22 -0.24 1.01
-0.01 -0.04 -0.02
0.00 -0.01 0.00
0.03 0.01 0.00
-0.04 0.02 0.03
0.04 0.01 0.04
0.00 -0.04 0.04
0.02 0.01 -0.06
0.03 -0.03 0.02
0.04 0.08 0.04
-0.03 0.11 0.04
-0.31 -0.23 -0.52

[3]
This record from OMol25 describes one molecule with the formula BrClH2O2Si. The level of theory is ωB97M-V/def2-TZVPD.

Properties
* SMILES: O[Si](O)(Cl)Br
* total charge: 0
* E_HOMO: -10.926 eV
* LUMO level: 0.0106 Eh
* relative energy (zero: lowest compared OMol25 entry of this formula, charge and spin): 0.0 kJ/mol
* molar mass: 177.46 g/mol

Last column: Löwdin charge in e.
Positions of all 7 atoms, in Å:
O (0.349387, 1.241111, -0.590334)  -0.183
Si (0.719458, 0.420515, 0.814486)  -0.505
O (0.054121, -1.006782, 1.074681)  -0.175
Cl (2.761333, 0.073090, 0.875077)  0.334
Br (0.236247, 1.729024, 2.487511)  0.434
H (-0.501401, 1.575693, -0.822662)  0.046
H (0.643351, -1.737153, 0.897295)  0.050

Atomic forces in eV per Å
1.50 -1.38 1.19
0.71 1.73 -1.06
-0.75 -0.51 -0.10
-0.45 0.23 -0.34
-0.22 0.19 0.27
-0.86 0.22 0.06
0.09 -0.47 -0.03

Which of these has the highest total charge? C30H51GeNP2Pt